C6H14IrO3 as an isolated structure in a non-equilibrium geometry, computed with the ωB97M-V functional and the def2-TZVPD basis.

```
24
C6H14IrO3 (the ωB97M-V functional and the def2-TZVPD basis)
C 1.121 -3.619 1.721
O 1.100 -2.233 1.490
C 1.981 -1.824 0.475
C 1.839 -0.340 0.254
O 0.608 -0.080 -0.375
C 0.105 1.212 -0.174
C -1.098 1.335 -1.082
O -1.929 2.397 -0.655
C -3.017 2.648 -1.529
Ir -1.996 3.179 1.336
H 0.425 -3.831 2.542
H 0.795 -4.172 0.823
H 2.130 -3.963 2.008
H 1.760 -2.364 -0.465
H 3.026 -2.043 0.760
H 2.651 0.031 -0.396
H 1.953 0.180 1.222
H 0.776 2.066 -0.371
H 0.111 1.318 0.926
H -1.688 0.407 -1.152
H -0.753 1.531 -2.110
H -2.637 2.992 -2.504
H -3.626 1.742 -1.672
H -3.637 3.431 -1.072
```

Values from the calculation:
Charge   +1
Expectation value of S²   6.00
Multiplicity   5
Gap between HOMO and LUMO (spin up / spin down)   8.71 / 5.16 eV
E_HOMO (spin up / spin down)   -12.3 / -12.3 eV

Results of the Löwdin charge analysis, in e, for atoms 1 through 6: atom 1 (C): -0.108, atom 2 (O): -0.187, atom 3 (C): -0.217, atom 4 (C): -0.186, atom 5 (O): -0.113, atom 6 (C): -0.239

=====

C2H2NO2 as an isolated structure in a non-equilibrium geometry, computed with the ωB97M-V functional and the def2-TZVPD basis.

```
7
C2H2NO2 (the ωB97M-V functional and the def2-TZVPD basis)
C -0.185 0.499 0.774
C -0.487 -0.940 -1.488
N 0.455 -0.440 0.095
O -0.596 0.017 -2.189
O 1.399 -1.070 0.718
H -0.853 1.163 0.244
H 0.268 0.772 1.846
```

Values from the calculation:
Charge   -1
Gap between HOMO and LUMO   7.43 eV
E_HOMO   -2.8 eV

Results of the Löwdin charge analysis, in e, for atoms 1 through 6: atom 1 (C): -0.131, atom 2 (C): -0.165, atom 3 (N): -0.372, atom 4 (O): -0.131, atom 5 (O): -0.286, atom 6 (H): 0.006

=====

An isolated molecule of C27H28N2O4S in a non-equilibrium geometry, computed with the ωB97M-V functional and the def2-TZVPD basis.

```
62
C27H28N2O4S (the ωB97M-V functional and the def2-TZVPD basis)
O -0.364 -3.104 1.284
C 0.297 -2.170 0.868
N 0.500 -1.882 -0.418
C -0.133 -2.577 -1.516
C 0.910 -2.921 -2.597
C 0.650 -1.965 -3.773
C -0.264 -0.879 -3.205
C -1.135 -1.650 -2.219
C 0.965 -1.172 1.843
C 2.469 -1.095 1.689
C 3.170 -0.017 2.216
C 4.547 0.047 2.110
C 5.244 -0.976 1.491
C 4.556 -2.067 0.990
C 3.177 -2.127 1.088
N 0.332 0.149 1.751
C -0.694 0.486 2.724
C -2.070 0.640 2.118
C -2.829 1.772 2.374
C -4.100 1.949 1.831
C -4.573 0.953 1.014
C -3.817 -0.194 0.756
C -2.572 -0.379 1.301
O -4.517 -1.018 -0.080
C -5.746 -0.369 -0.328
O -5.765 0.871 0.349
C 0.688 0.988 0.752
O 1.440 0.654 -0.151
C 0.116 2.403 0.807
C 0.698 3.228 -0.288
C 0.229 3.397 -1.552
C 1.070 4.207 -2.349
C 2.167 4.636 -1.679
S 2.202 4.055 -0.062
H 1.048 -1.053 -0.639
H -0.613 -3.462 -1.091
H 1.912 -2.779 -2.192
H 0.821 -3.961 -2.908
H 0.134 -2.492 -4.577
H 1.573 -1.554 -4.177
H -0.846 -0.380 -3.979
H 0.323 -0.126 -2.676
H -1.657 -1.008 -1.511
H -1.873 -2.248 -2.754
H 0.756 -1.557 2.849
H 2.637 0.785 2.707
H 5.075 0.898 2.513
H 6.320 -0.926 1.406
H 5.093 -2.875 0.516
H 2.650 -2.987 0.702
H -0.728 -0.322 3.459
H -0.421 1.405 3.255
H -2.431 2.543 3.017
H -4.685 2.829 2.038
H -2.019 -1.283 1.117
H -6.576 -0.998 0.032
H -5.862 -0.199 -1.410
H -0.969 2.352 0.698
H 0.350 2.847 1.778
H -0.688 2.960 -1.905
H 0.861 4.456 -3.375
H 2.966 5.258 -2.031
```

Values from the calculation:
SMILES   O=C(NC1CCCC1)[C@@H](c1ccccc1)N(Cc1ccc2c(c1)OCO2)C(=O)Cc1cccs1
Gap between HOMO and LUMO   8.90 eV
E_HOMO   -8.3 eV

Results of the Löwdin charge analysis, in e, for atoms 1 through 6: atom 1 (O): 0.059, atom 2 (C): -0.480, atom 3 (N): 0.120, atom 4 (C): -0.279, atom 5 (C): -0.122, atom 6 (C): -0.184

=====

An isolated molecule of C4H8FN in a non-equilibrium geometry, computed with the ωB97M-V functional and the def2-TZVPD basis.

```
14
C4H8FN (the ωB97M-V functional and the def2-TZVPD basis)
C -1.136 -1.261 0.628
C -0.021 -0.259 0.183
C 0.734 -0.862 -0.845
F 1.772 -0.313 -1.623
C 0.152 0.993 0.696
N -1.204 1.643 0.997
H -1.382 -1.781 1.592
H -1.332 -1.896 -0.408
H -2.050 -0.705 0.840
H 0.752 -1.999 -1.125
H 0.730 1.770 -0.222
H 0.963 1.139 1.691
H -1.658 2.127 0.063
H -1.914 0.990 1.218
```

Values from the calculation:
SMILES   C/C(=C/F)CN
Gap between HOMO and LUMO   9.87 eV
E_HOMO   -9.0 eV

Results of the Löwdin charge analysis, in e, for atoms 1 through 6: atom 1 (C): -0.080, atom 2 (C): -0.362, atom 3 (C): -0.063, atom 4 (F): -0.059, atom 5 (C): -0.289, atom 6 (N): -0.046

=====

C33H39N5O4RuS4 as an isolated structure, computed with the ωB97M-V functional and the def2-TZVPD basis.

```
86
C33H39N5O4RuS4 (the ωB97M-V functional and the def2-TZVPD basis)
Ru -0.217 -0.966 0.611
C 2.107 -2.947 0.546
C 2.353 -2.231 1.869
N 1.577 -0.986 1.973
C 1.146 -0.662 3.335
C 0.086 -1.643 3.829
S -1.105 -2.104 2.522
C -0.521 -3.796 2.122
C -0.170 -3.955 0.651
N 0.689 -2.865 0.127
H 2.417 -3.994 0.625
H 2.697 -2.463 -0.227
H 3.423 -2.030 1.961
H 2.083 -2.872 2.708
H 2.132 -0.240 1.563
H 0.714 0.335 3.294
H 1.986 -0.659 4.041
H -0.483 -1.183 4.635
H 0.513 -2.566 4.219
H -1.309 -4.503 2.375
H 0.329 -4.021 2.762
H -1.084 -3.941 0.061
H 0.319 -4.924 0.499
H 0.665 -2.956 -0.885
N -1.702 -1.602 -0.222
C -1.865 -2.075 -1.520
C -3.141 -2.578 -1.827
C -3.429 -3.089 -3.080
C -2.440 -3.135 -4.056
C -1.168 -2.653 -3.771
C -0.886 -2.118 -2.525
H -3.891 -2.538 -1.047
H -4.423 -3.459 -3.297
H -2.659 -3.543 -5.034
H -0.397 -2.676 -4.531
H 0.092 -1.703 -2.330
C 3.316 3.013 -1.276
C 3.814 1.782 -2.013
C 2.704 0.781 -2.394
C 3.375 -0.377 -3.162
C 2.443 -1.517 -3.543
C 1.738 1.478 -3.323
O 2.086 1.986 -4.369
N 0.440 1.502 -2.909
C -0.128 0.824 -1.823
O -1.330 0.851 -1.710
N 0.711 0.123 -0.970
C 2.059 0.208 -1.130
O 2.842 -0.260 -0.299
H 4.142 3.686 -1.044
H 2.831 2.743 -0.337
H 2.595 3.567 -1.879
H 4.539 1.240 -1.406
H 4.302 2.075 -2.944
H 4.188 -0.751 -2.537
H 3.815 0.062 -4.058
H 2.082 -2.046 -2.657
H 2.963 -2.246 -4.166
H 1.577 -1.160 -4.106
H -0.232 1.981 -3.492
O -0.707 0.744 1.533
C -1.546 1.841 1.652
C -1.170 2.939 0.657
C 0.089 3.402 0.416
C 0.120 4.463 -0.529
C -1.124 4.779 -0.987
S -2.325 3.797 -0.274
C -1.324 2.389 3.067
C -0.956 3.632 3.484
C -0.867 3.746 4.903
C -1.171 2.584 5.537
S -1.578 1.350 4.421
C -3.035 1.526 1.491
C -3.640 0.698 0.596
C -5.060 0.752 0.656
C -5.510 1.636 1.587
S -4.219 2.397 2.406
H 0.955 2.993 0.919
H 1.018 4.974 -0.845
H -1.393 5.537 -1.705
H -0.766 4.444 2.798
H -0.591 4.654 5.420
H -1.185 2.390 6.598
H -3.082 0.092 -0.097
H -5.712 0.163 0.027
H -6.531 1.873 1.840
```

Values from the calculation:
Gap between HOMO and LUMO (spin up / spin down)   6.96 / 6.95 eV
E_HOMO (spin up / spin down)   -7.6 / -7.6 eV

Results of the Löwdin charge analysis, in e, for atoms 1 through 6: atom 1 (Ru): 1.194, atom 2 (C): -0.160, atom 3 (C): -0.170, atom 4 (N): -0.159, atom 5 (C): -0.256, atom 6 (C): -0.412